Entry from OMol25: C5H13Cl2N2PS as an isolated structure (wB97M-V/def2-TZVPD).

Results
* gap between HOMO and LUMO: 9.2 eV
* ΔE to the lowest compared entry with this formula, charge and spin: 0.0 kJ/mol
* total energy: -53543.4592 eV
* LUMO energy: 0.430 eV
* HOMO level: -8.725 eV

The geometry in XYZ format:
```
24
C5H13Cl2N2PS wB97M-V/def2-TZVPD
Cl -3.987 -1.133 0.269
Cl -3.347 1.664 0.533
S -1.315 -1.161 -2.283
P -0.984 -0.241 -0.633
N 0.124 -1.056 0.399
N -0.227 1.297 -0.775
C -0.409 -2.052 1.388
C 0.177 2.198 0.272
C -0.270 2.002 -2.053
C -2.792 0.104 0.856
C 1.427 -1.539 -0.261
H -2.414 -0.005 1.834
H -1.182 1.790 -2.712
H 0.456 1.763 -2.823
H 2.211 -1.803 0.537
H 0.536 1.656 1.238
H 1.704 -0.709 -0.924
H 1.091 2.657 -0.114
H -1.353 -1.479 1.649
H 1.298 -2.444 -0.817
H -0.616 2.871 0.654
H -0.675 -3.046 0.959
H -0.264 3.067 -1.700
H 0.227 -2.237 2.180
```

Atomic partial charges in e from the Mulliken method, atoms 1 to 2: Cl -0.127; Cl -0.127